No. 1
An isolated ion of composition C4H7NO2P and charge -1, computed with ωB97M-V/def2-TZVPD.

Positions of all 15 atoms, in Å:
1 C 1.587 -1.515 1.258
2 C -1.118 1.181 -0.341
3 C 0.346 0.780 -0.661
4 C -1.737 0.296 0.702
5 N 0.570 -0.582 -1.223
6 O 1.136 -1.908 2.316
7 O 2.642 -0.962 0.945
8 P 0.534 -1.970 -0.306
9 H -1.063 2.321 0.084
10 H -1.556 1.207 -1.369
11 H 0.572 1.453 -1.431
12 H 0.832 0.800 0.277
13 H -1.382 0.281 1.653
14 H -1.996 -0.730 0.322
15 H 0.634 -0.651 -2.226

Cartesian forces, eV/Å:
C -0.1 0.1 -1.3
C -0.3 1.7 0.8
C -0.9 -2.3 -0.3
C -0.8 -1.4 -4.3
N -0.5 1.8 0.2
O -0.6 -0.5 1.4
O 0.7 0.5 -0.1
P -0.3 -0.7 0.4
H -0.1 -2.5 -1.1
H -0.6 -0.1 1.1
H 1.4 1.3 -0.7
H 1.4 0.5 0.6
H 1.0 0.4 2.7
H -0.2 1.1 0.5
H -0.2 0.1 0.1

relative energy (zero: lowest compared OMol25 entry of this formula, charge and spin)	3.6015	eV
total charge	-1
frontier orbital gap (alpha / beta)	6.01 / 7.20	eV
DFT total energy	-703.14679	Eh

These are the natural (NBO) partial charges, in e, on atoms 1 to 4: number 1, C, carries 0.564; number 2, C, carries -0.467; number 3, C, carries -0.212; number 4, C, carries -0.359

No. 2
C8H18ClF3MoN3O7S as an isolated structure, computed with ωB97M-V/def2-TZVPD.

Positions of all 42 atoms, in Å:
1 Mo -0.064 0.611 -0.161
2 C 1.186 -2.169 -1.063
3 C -0.309 -2.362 -0.753
4 N -0.661 -1.419 0.306
5 C -0.305 -1.880 1.656
6 C -0.038 -0.660 2.537
7 N 0.806 0.314 1.813
8 C 2.243 -0.026 1.775
9 C 2.553 -1.018 0.642
10 N 1.632 -0.866 -0.514
11 H 1.330 -2.163 -2.145
12 H 1.789 -2.982 -0.648
13 H -0.529 -3.394 -0.462
14 H -0.902 -2.131 -1.644
15 H -1.671 -1.275 0.284
16 H 0.581 -2.514 1.600
17 H -1.109 -2.479 2.093
18 H 0.425 -0.971 3.482
19 H -0.988 -0.160 2.758
20 H 0.735 1.191 2.334
21 H 2.575 -0.446 2.734
22 H 2.790 0.903 1.606
23 H 2.488 -2.037 1.031
24 H 3.589 -0.878 0.319
25 H 2.144 -0.408 -1.268
26 O -0.979 1.141 -4.220
27 Cl -0.798 0.263 -3.172
28 O -1.539 -0.930 -3.267
29 O -1.219 0.907 -1.908
30 O 0.576 -0.069 -2.968
31 F -3.991 3.982 -0.131
32 C -3.608 2.750 -0.407
33 F -3.236 2.681 -1.673
34 F -4.622 1.919 -0.206
35 S -2.227 2.185 0.719
36 O -2.451 2.666 2.034
37 O -0.937 2.601 0.142
38 O -2.248 0.716 0.627
39 C 1.553 1.876 -0.847
40 H 1.834 1.682 -1.884
41 H 2.488 1.975 -0.294
42 H 1.111 2.876 -0.858

Cartesian forces, eV/Å:
Mo -0.1 0.5 -0.6
C -0.3 -0.6 -0.3
C 0.3 -0.4 -0.8
N -1.0 0.0 -0.1
C 0.3 0.2 0.7
C -0.5 -0.4 0.2
N 0.0 0.5 0.6
C 0.5 -0.1 -0.4
C 0.2 0.1 0.6
N 0.4 0.5 -0.6
H 0.0 0.0 0.2
H 0.0 0.2 0.0
H 0.0 0.1 0.1
H 0.1 0.0 0.3
H 0.0 -0.1 0.0
H -0.1 0.0 -0.1
H 0.1 0.0 -0.1
H -0.1 0.1 -0.1
H 0.2 -0.1 0.0
H 0.0 0.0 -0.1
H -0.1 0.1 -0.2
H -0.1 -0.1 0.1
H 0.0 0.1 -0.2
H -0.1 0.0 0.0
H -0.1 0.0 0.2
O -0.5 1.3 -1.2
Cl 0.8 -1.7 -0.2
O -1.0 -0.7 -0.4
O -0.1 0.8 1.4
O 1.1 -0.1 0.0
F 0.3 -0.1 0.2
C -0.4 0.1 -0.4
F 0.1 0.0 0.1
F 0.1 -0.1 0.2
S -0.9 0.8 1.5
O -0.4 0.3 -0.1
O 0.8 -0.1 -0.5
O 0.9 -0.9 -0.6
C 0.0 0.3 -0.1
H -0.2 -0.3 0.0
H -0.1 -0.3 0.3
H -0.1 -0.1 0.1

relative energy (zero: lowest compared OMol25 entry of this formula, charge and spin)	1.0074	eV
total charge	+1
spin multiplicity	3
frontier orbital gap (alpha / beta)	9.12 / 9.55	eV
DFT total energy	-2232.27272	Eh
expectation value of S²	2.0193

These are the natural (NBO) partial charges, in e, on atoms 1 to 4: number 1, Mo, carries 1.408; number 2, C, carries -0.247; number 3, C, carries -0.264; number 4, N, carries -0.584

No. 3
A 12-piece molecular cluster, C14H52N18O12 overall, computed with ωB97M-V/def2-TZVPD.

Positions of all 96 atoms, in Å:
1 C 3.222 -2.373 -1.104
2 C 4.060 -1.704 -2.257
3 O 3.671 -0.400 -2.302
4 H 3.358 -3.415 -1.056
5 H 2.129 -2.188 -1.198
6 H 3.587 -2.162 -0.094
7 H 3.698 -2.014 -3.238
8 H 5.113 -1.811 -2.076
9 H 4.173 0.030 -2.997
10 C -3.090 0.556 2.687
11 C -4.508 0.123 2.255
12 O -5.362 0.177 3.340
13 H -2.660 0.150 3.606
14 H -2.963 1.620 2.888
15 H -2.430 0.339 1.868
16 H -4.556 -0.902 1.838
17 H -4.928 0.749 1.559
18 H -6.147 -0.301 3.023
19 C 1.075 -1.038 -4.614
20 O 1.951 -1.746 -5.411
21 N 0.707 -1.383 -3.381
22 N 0.553 0.081 -4.823
23 H 0.813 -2.354 -2.985
24 H 0.120 -0.637 -2.958
25 H 0.129 0.668 -4.074
26 H 0.892 0.461 -5.691
27 C 2.663 2.775 0.480
28 O 3.857 2.262 0.843
29 N 2.211 2.840 -0.749
30 N 1.768 3.290 1.354
31 H 2.866 2.672 -1.586
32 H 1.319 3.180 -1.137
33 H 2.044 3.547 2.296
34 H 0.835 3.665 1.165
35 C -0.644 2.788 -2.999
36 O 0.131 3.694 -2.286
37 N -1.392 3.124 -3.961
38 N -0.608 1.523 -2.773
39 H -1.478 4.157 -4.107
40 H -2.012 2.518 -4.438
41 H -0.043 1.352 -1.962
42 H -1.468 1.001 -3.016
43 C 0.316 -0.120 -0.098
44 O -0.408 -1.235 -0.039
45 N 1.204 0.198 -1.010
46 N 0.237 0.707 0.905
47 H 1.723 -0.400 -1.661
48 H 1.761 1.011 -0.732
49 H 0.007 0.359 1.848
50 H 0.775 1.631 1.060
51 C -3.991 -0.459 -0.921
52 O -5.244 0.021 -0.931
53 N -2.951 0.289 -1.034
54 N -3.634 -1.715 -0.820
55 H -3.116 1.292 -0.972
56 H -2.007 -0.035 -0.739
57 H -4.422 -2.496 -0.720
58 H -2.762 -2.173 -1.140
59 C -0.020 0.162 4.125
60 O -0.827 0.620 5.165
61 N 1.035 0.730 3.846
62 N -0.264 -0.793 3.249
63 H 1.441 1.304 4.522
64 H 1.575 0.532 3.022
65 H -1.166 -1.299 3.253
66 H 0.423 -1.357 2.714
67 C -0.800 3.807 2.681
68 O -0.878 3.100 3.771
69 N -0.892 3.238 1.459
70 N -0.765 5.078 2.580
71 H -0.939 2.198 1.352
72 H -1.209 3.788 0.681
73 H -0.314 5.528 3.378
74 H -0.672 5.614 1.701
75 C 1.043 -3.546 2.543
76 O 1.834 -4.213 3.477
77 N 1.435 -2.616 1.728
78 N -0.204 -3.880 2.420
79 H 2.328 -2.122 2.022
80 H 0.923 -2.225 0.980
81 H -0.549 -4.312 3.281
82 H -0.995 -3.311 1.962
83 C -2.092 -3.404 -2.876
84 O -3.030 -4.340 -3.141
85 N -1.652 -2.622 -3.832
86 N -1.559 -3.177 -1.736
87 H -2.074 -2.748 -4.765
88 H -0.681 -2.105 -3.788
89 H -1.630 -3.953 -1.061
90 H -0.887 -2.494 -1.383
91 C 3.682 -0.386 1.919
92 O 3.380 -1.311 2.907
93 H 3.168 0.458 2.395
94 H 3.159 -0.550 0.937
95 H 4.753 -0.192 1.825
96 H 3.777 -0.994 3.764

Cartesian forces, eV/Å:
C 0.5 0.7 -0.5
C -2.0 -2.3 0.7
O -0.4 3.6 0.7
H 0.0 -1.6 -0.7
H 0.9 -0.1 0.2
H -0.2 0.8 -0.3
H 0.7 -1.6 0.0
H 0.6 -0.3 -0.1
H -0.1 0.3 -0.1
C -0.5 0.3 -0.1
C 2.0 -1.3 1.3
O -1.6 -0.6 1.3
H -0.6 -0.5 -0.1
H -0.5 0.2 -0.2
H 0.6 -0.3 -0.5
H 0.6 0.3 0.0
H -0.3 1.6 -2.3
H 0.1 0.4 0.6
C 6.8 -7.1 -2.7
O -4.8 3.6 4.0
N 0.0 -2.4 3.2
N -1.4 5.6 -3.7
H 0.2 1.8 -0.5
H 0.7 -1.9 0.4
H 0.7 -0.4 -1.3
H -0.3 0.8 -0.1
C 5.6 -0.9 2.9
O -5.6 2.4 -1.8
N 1.4 -0.8 -5.1
N 0.3 0.5 2.0
H -1.0 0.1 2.3
H -0.1 0.5 0.6
H 0.5 -0.6 -0.3
H 0.8 -0.4 -0.8
C 4.8 5.8 4.2
O -3.6 -4.0 -3.1
N -2.0 5.1 -2.9
N -0.5 -3.2 1.2
H -0.1 -1.6 -0.1
H -0.5 -0.5 -0.4
H -0.1 -1.1 0.5
H 0.7 0.0 0.9
C -1.6 -4.9 1.1
O 2.1 3.0 -1.2
N 1.6 0.7 -1.5
N 0.5 3.6 3.1
H -0.6 0.0 0.4
H 0.0 -0.4 -0.4
H -1.0 -0.5 -0.8
H -0.5 -2.1 -1.0
C -7.8 0.2 0.0
O 5.4 -2.0 0.1
N 4.7 4.6 -0.5
N -3.1 -5.7 0.8
H 0.0 -0.5 0.0
H -1.4 0.1 -0.1
H 2.1 2.8 -0.4
H -0.8 1.2 0.4
C -8.8 0.5 7.3
O 3.9 -3.2 -5.2
N 6.8 3.6 -1.4
N -3.1 -3.9 -1.9
H 0.5 1.3 0.9
H 0.1 -0.2 0.2
H 0.8 0.9 0.5
H 0.0 0.9 1.1
C -2.2 -6.7 3.8
O 1.2 3.1 -4.1
N -0.7 -2.6 -1.5
N 1.5 6.3 0.9
H -0.6 1.7 0.4
H -0.2 0.0 -0.2
H -0.7 0.1 -0.2
H -0.1 -0.9 0.9
C 4.8 -4.2 5.2
O -3.8 3.8 -4.7
N 4.4 2.7 -0.3
N -6.0 -0.9 0.5
H -1.4 -1.5 -0.4
H -1.0 -0.1 -0.7
H 0.2 -0.3 -0.7
H 2.3 -0.9 0.7
C -5.4 -5.1 -5.0
O 4.1 4.0 1.9
N 1.7 2.5 -3.4
N 2.2 -1.9 6.2
H 0.4 0.0 1.0
H -3.2 -1.7 -0.2
H -0.2 0.5 -0.6
H -0.1 0.2 -0.8
C -1.0 2.4 0.2
O 1.2 -1.7 2.0
H 0.9 1.2 -1.3
H 0.8 -0.3 1.1
H -0.2 0.0 -0.4
H -0.7 -0.8 -1.3

relative energy (zero: lowest compared OMol25 entry of this formula, charge and spin)	11.6856	eV
frontier orbital gap	8.18	eV
DFT total energy	-2452.99744	Eh
structure (SMILES)	NC(N)=O.NC(N)=O.NC(N)=O.NC(N)=O.NC(N)=O.NC(N)=O.NC(N)=O.NC(N)=O.NC(N)=O.CCO.CCO.CO

These are the Löwdin partial charges, in e, on atoms 1 to 4: number 1, C, carries -0.051; number 2, C, carries -0.280; number 3, O, carries -0.100; number 4, H, carries 0.065

No. 4
C4H6N2 as an isolated structure, computed with ωB97M-V/def2-TZVPD.

Positions of all 12 atoms, in Å:
1 C -0.075 1.396 1.143
2 C -0.209 0.282 0.204
3 C 0.328 0.189 -1.077
4 N 0.104 -1.096 -1.469
5 N -0.444 -1.852 -0.524
6 C -0.642 -1.043 0.501
7 H -0.423 1.285 2.170
8 H 0.953 0.485 0.764
9 H 0.076 2.419 0.796
10 H 0.890 0.903 -1.668
11 H 0.495 -1.551 -2.273
12 H -1.054 -1.418 1.433

Cartesian forces, eV/Å:
C 2.3 -0.9 0.1
C -1.1 -0.6 -1.1
C -0.6 -0.2 -0.4
N 0.3 -0.3 -0.1
N 0.1 -0.1 -0.1
C -0.4 -0.1 -0.2
H 0.1 -0.2 -0.4
H -0.3 3.0 2.7
H 0.0 -0.5 -0.1
H -0.3 -0.2 0.1
H -0.1 0.0 -0.1
H 0.0 0.1 -0.3

relative energy (zero: lowest compared OMol25 entry of this formula, charge and spin)	4.0930	eV
frontier orbital gap	8.09	eV
DFT total energy	-265.38516	Eh

These are the natural (NBO) partial charges, in e, on atoms 1 to 4: number 1, C, carries -0.637; number 2, C, carries -0.262; number 3, C, carries -0.132; number 4, N, carries -0.324

No. 5
C4H11N3O as an isolated structure, computed with ωB97M-V/def2-TZVPD.

Positions of all 19 atoms, in Å:
1 C -0.801 0.070 -0.433
2 C -0.398 -0.380 2.545
3 C -1.154 0.876 -1.639
4 N 0.473 -1.141 -0.565
5 C 0.355 0.449 0.403
6 N 1.560 -1.172 -1.461
7 O 1.223 1.341 -0.199
8 N 0.315 0.551 1.715
9 H 1.683 1.762 0.543
10 H 0.547 -1.838 0.168
11 H -1.609 -0.418 0.104
12 H 2.081 -0.299 -1.375
13 H 1.204 -1.230 -2.411
14 H 0.284 -1.139 2.948
15 H -1.235 -0.909 2.061
16 H -0.808 0.164 3.399
17 H -0.281 1.081 -2.260
18 H -1.518 1.853 -1.312
19 H -1.921 0.379 -2.231

Cartesian forces, eV/Å:
C 3.2 -1.8 -0.1
C -0.1 0.2 -0.1
C 0.2 -0.4 -0.2
N -0.9 0.2 -0.7
C -2.3 3.1 2.6
N -0.9 0.4 0.0
O -0.2 -0.6 -0.4
N 1.3 -0.6 -1.0
H 0.0 -0.2 0.1
H -0.4 0.2 -0.2
H 0.2 0.0 -0.1
H 0.0 -0.1 0.0
H 0.1 -0.1 0.0
H -0.1 0.0 0.0
H -0.1 0.0 0.0
H 0.0 -0.1 0.0
H 0.0 -0.1 0.0
H -0.1 -0.1 0.1
H 0.0 0.1 -0.1

relative energy (zero: lowest compared OMol25 entry of this formula, charge and spin)	4.7210	eV
frontier orbital gap	8.23	eV
DFT total energy	-398.38067	Eh

These are the natural (NBO) partial charges, in e, on atoms 1 to 4: number 1, C, carries -0.042; number 2, C, carries -0.422; number 3, C, carries -0.650; number 4, N, carries -0.476

No. 6
C38H46N2P2S3Ti as an isolated structure, computed with ωB97M-V/def2-TZVPD.

Positions of all 92 atoms, in Å:
1 Ti -0.112 -1.410 0.934
2 C 0.632 -3.216 3.758
3 C -0.392 -4.190 3.183
4 S -1.492 -3.376 1.923
5 C -1.506 -4.622 0.575
6 C -0.199 -4.896 -0.162
7 S 0.709 -3.417 -0.790
8 C 2.413 -3.596 -0.042
9 C 2.415 -3.691 1.468
10 S 1.582 -2.313 2.413
11 H 1.431 -3.683 4.353
12 H 0.112 -2.472 4.365
13 H -1.075 -4.416 4.000
14 H 0.093 -5.050 2.659
15 H -2.227 -4.191 -0.030
16 H -1.854 -5.659 0.871
17 H -0.380 -5.513 -1.059
18 H 0.433 -5.506 0.451
19 H 2.868 -2.693 -0.362
20 H 3.040 -4.399 -0.470
21 H 3.403 -3.585 1.891
22 H 2.115 -4.663 1.819
23 C 3.272 1.079 -1.590
24 C 2.108 0.069 -1.815
25 P 0.844 0.409 -0.497
26 C -0.767 -0.197 2.354
27 C 0.056 0.641 3.170
28 C -0.484 1.654 3.925
29 C -1.892 1.838 4.038
30 C -2.700 1.036 3.269
31 C -2.150 0.016 2.431
32 C -0.370 1.470 -1.230
33 C -0.723 1.343 -2.549
34 C -1.650 2.172 -3.069
35 C -2.363 3.094 -2.230
36 C -1.998 3.211 -0.891
37 C -1.006 2.364 -0.344
38 P 2.641 1.949 -0.092
39 C 2.694 3.706 -0.425
40 C 1.629 4.192 -1.264
41 C 1.678 5.450 -1.857
42 C 2.899 6.146 -1.849
43 C 3.920 5.675 -1.029
44 C 3.866 4.489 -0.359
45 C 3.795 1.582 1.200
46 C 3.907 2.436 2.282
47 C 4.690 2.086 3.372
48 C 5.520 0.934 3.273
49 C 5.411 0.101 2.157
50 C 4.470 0.367 1.231
51 H 4.225 0.599 -1.506
52 H 3.315 1.828 -2.400
53 H 2.466 -0.906 -1.622
54 H 1.740 0.180 -2.834
55 H 1.103 0.502 3.151
56 H 0.160 2.344 4.470
57 H -2.322 2.644 4.663
58 H -3.842 1.123 3.295
59 H -2.860 -0.629 1.812
60 H -0.143 0.656 -3.105
61 H -1.876 2.136 -4.132
62 H -3.213 3.666 -2.622
63 H -2.441 3.912 -0.194
64 H -0.680 2.465 0.664
65 H 0.774 3.563 -1.344
66 H 0.787 5.987 -2.327
67 H 2.964 7.131 -2.387
68 H 4.761 6.306 -0.783
69 H 4.703 4.275 0.300
70 H 3.400 3.440 2.302
71 H 4.697 2.738 4.248
72 H 6.079 0.731 4.204
73 H 5.967 -0.799 2.130
74 H 4.405 -0.283 0.356
75 N -1.771 -1.412 -0.395
76 C -2.778 -1.501 -0.992
77 N -3.758 -1.688 -1.825
78 C -3.512 -2.145 -3.232
79 C -4.223 -1.169 -4.211
80 C -5.757 -1.026 -3.919
81 C -6.174 -1.651 -2.490
82 C -5.168 -1.227 -1.446
83 H -3.938 -3.126 -3.266
84 H -2.412 -2.186 -3.380
85 H -4.006 -1.531 -5.243
86 H -3.779 -0.166 -4.132
87 H -6.328 -1.599 -4.660
88 H -6.056 0.018 -3.870
89 H -6.109 -2.724 -2.681
90 H -7.181 -1.441 -2.152
91 H -5.405 -1.661 -0.439
92 H -5.118 -0.131 -1.367

Cartesian forces, eV/Å:
Ti -2.7 -0.4 -0.2
C 0.3 0.0 -0.6
C 0.3 0.4 -0.7
S 0.9 -0.8 0.1
C 1.2 -1.5 0.9
C -0.2 0.3 -0.7
S 0.7 -0.3 1.0
C -0.7 -0.4 0.2
C 0.4 0.4 0.6
S -0.2 -0.7 0.1
H -0.5 -0.1 -0.1
H 0.4 0.3 -0.1
H 0.2 -0.8 -0.1
H -0.7 0.5 0.8
H -1.5 0.6 -1.5
H 0.0 1.4 0.3
H -0.2 0.2 0.3
H 0.7 -0.1 0.4
H 0.6 1.0 -0.3
H -0.7 0.1 0.1
H 0.7 -0.1 -0.4
H -0.7 -0.2 0.2
C -1.8 0.6 -0.4
C 0.2 0.7 -0.1
P 2.1 1.9 -0.8
C 0.5 0.1 0.5
C -0.9 0.0 -0.4
C -0.5 0.6 0.6
C 0.8 0.3 -0.3
C -2.0 -1.4 -1.0
C -1.8 -0.1 -0.3
C -0.8 0.3 2.3
C 1.0 -0.1 0.4
C -2.2 1.7 -0.3
C 0.5 -0.8 -0.4
C 0.5 -0.8 0.7
C -0.6 0.2 -2.3
P 1.9 -0.1 -0.4
C -1.4 0.6 -1.9
C 0.9 0.2 1.1
C -0.3 0.8 -0.8
C -0.9 0.8 0.2
C 0.3 1.0 -0.4
C -0.3 -0.9 1.3
C -0.9 -0.2 0.5
C -0.6 1.7 0.8
C 0.9 -0.6 -0.5
C -1.2 1.3 1.5
C 0.3 0.1 2.1
C -0.2 0.0 -2.3
H 0.6 0.0 0.2
H 0.0 -0.4 0.3
H 0.3 -1.3 -0.3
H -0.2 -0.4 0.1
H 1.1 0.0 0.1
H 0.0 -0.3 0.0
H 0.4 -0.6 -0.3
H 1.9 0.0 0.0
H 1.0 1.1 1.1
H 0.0 -0.5 -1.0
H -0.1 0.0 0.2
H 0.6 -0.1 0.0
H -0.3 0.1 -0.4
H 0.1 0.1 0.7
H -0.6 0.1 -0.2
H 1.2 -1.3 0.5
H 0.1 -1.2 0.7
H 0.3 0.1 -0.5
H -0.2 -0.3 -0.1
H 0.3 -1.2 -0.1
H 0.2 -0.3 -0.2
H 0.2 -0.3 -1.1
H 0.6 -0.7 -0.2
H -0.1 -0.1 0.3
N 0.6 0.1 0.9
C -0.8 -0.6 -2.1
N 0.3 0.8 1.6
C 0.3 1.1 -0.2
C 0.0 -0.1 0.2
C -0.4 -1.0 1.4
C 1.7 -0.2 -2.0
C 0.1 -0.1 1.1
H -0.1 -0.7 -0.3
H -0.7 0.0 0.0
H -0.4 0.2 0.7
H 0.2 -0.4 0.0
H 0.0 0.6 0.1
H 0.0 0.0 -0.6
H -0.2 -0.1 0.6
H -0.1 0.3 -0.2
H 0.3 0.4 -0.9
H -0.1 -0.3 0.0

total charge	+4
frontier orbital gap (alpha / beta)	5.61 / 5.61	eV
DFT total energy	-4310.38942	Eh

These are the Löwdin partial charges, in e, on atoms 1 to 4: number 1, Ti, carries 0.519; number 2, C, carries -0.373; number 3, C, carries -0.390; number 4, S, carries 0.938